Record 1
6
Properties=species:S:1:pos:R:3:nbo_charge:R:1 method="wB97M-V/def2-TZVPD" e_tot_ev=-15997.0924 lumo_energy_ev=0.27 gap_ha=0.329
C 0.93 1.00 0.13 0.4446
O 1.12 2.17 0.20 -0.4558
O -0.86 -1.44 -0.05 -0.8961
S -1.21 0.22 0.17 0.2216
H 1.51 0.06 0.03 0.1882
H -1.50 -2.01 -0.47 0.4975

Record 2
22
Properties=species:S:1:pos:R:3:nbo_charge:R:1 method="wB97M-V/def2-TZVPD" e_tot_ev=-8964.3405 smiles=CCCNCC.O lumo_energy_ev=1.02 gap_ha=0.362
C 0.76 2.46 1.86 -0.6133
C 1.01 1.05 1.23 -0.4172
C -0.31 0.63 0.47 -0.2142
N -0.19 -0.78 0.10 -0.6131
C 0.12 -1.01 -1.31 -0.2528
C 1.49 -0.65 -1.88 -0.6526
H 0.21 2.38 2.85 0.2039
H 1.72 2.99 2.08 0.2096
H 0.17 3.13 1.29 0.2051
H 1.13 0.43 2.06 0.2014
H 1.79 0.99 0.51 0.1969
H -1.13 0.81 1.26 0.1874
H -0.49 1.09 -0.51 0.1924
H 0.71 -1.10 0.46 0.3365
H -0.75 -0.77 -1.93 0.2058
H 0.05 -2.15 -1.50 0.1907
H 1.46 -0.61 -3.03 0.2224
H 2.28 -1.37 -1.77 0.2114
H 1.94 0.31 -1.45 0.2001
O -4.02 -2.27 -0.47 -0.9427
H -3.24 -2.63 0.09 0.4775
H -4.70 -2.94 -0.40 0.4649

Record 3
71
Properties=species:S:1:pos:R:3:mulliken_charge:R:1 method="wB97M-V/def2-TZVPD" e_tot_ev=-87882.5844 lumo_energy_ev=-0.46 gap_ha=0.264
Co 0.39 -0.15 0.21 -0.2362
Cl 6.06 4.16 1.38 -0.2342
C 4.89 2.99 0.88 0.1033
C 5.32 1.84 0.20 -0.6175
C 4.43 0.89 -0.21 -0.5446
C 3.04 1.03 0.04 0.5418
O 2.22 0.12 -0.38 -0.5030
C 2.62 2.20 0.72 0.8473
C 1.24 2.46 0.96 -0.3016
O 0.28 1.73 0.68 -0.4000
C 3.56 3.17 1.14 -1.0801
H 6.38 1.71 0.01 0.4424
H 4.76 0.00 -0.74 0.4611
H 1.00 3.43 1.43 0.3489
H 3.22 4.06 1.65 0.4611
C -1.31 1.28 -3.60 -1.5863
C -0.82 1.92 -2.29 1.6874
C -0.10 3.23 -2.57 -1.9317
C -1.98 2.06 -1.32 0.4373
C -2.79 3.19 -1.35 -0.5783
C -3.88 3.29 -0.50 -1.6519
C -4.17 2.27 0.39 -0.4333
C -3.38 1.13 0.45 0.8071
C -3.72 0.05 1.46 0.6379
C -5.02 -0.66 1.09 -1.5777
C -3.80 0.61 2.88 -1.6358
C -2.29 1.03 -0.42 -0.3026
N -1.44 -0.10 -0.40 2.0412
C -1.87 -1.27 -0.78 0.3268
C -0.97 -2.35 -0.68 -0.7030
C -1.07 -3.72 -0.91 -1.8109
C 0.17 -4.24 -0.57 -0.5967
C 0.99 -3.17 -0.16 -0.3250
N 0.31 -2.02 -0.25 0.8361
C 2.46 -3.29 0.21 2.8935
C 2.82 -2.44 1.42 -1.3851
C 3.30 -2.88 -1.00 -1.4402
C 2.78 -4.75 0.55 -2.2790
H -0.49 1.19 -4.31 0.3962
H -2.10 1.88 -4.05 0.3407
H -1.71 0.28 -3.42 0.3520
H -0.09 1.24 -1.85 -0.6893
H -0.69 3.90 -3.20 0.4379
H 0.84 3.04 -3.09 0.4011
H 0.13 3.76 -1.65 0.4142
H -2.57 3.99 -2.04 0.3472
H -4.51 4.17 -0.53 0.3768
H -5.02 2.37 1.05 0.3550
H -2.92 -0.69 1.46 0.1483
H -5.87 0.01 1.20 0.3387
H -5.19 -1.52 1.74 0.4371
H -5.01 -1.01 0.06 0.3451
H -4.62 1.32 2.99 0.4025
H -2.88 1.13 3.16 0.3302
H -3.97 -0.19 3.60 0.4034
H -2.88 -1.40 -1.15 0.4814
H -1.94 -4.25 -1.25 0.5106
H 0.46 -5.27 -0.61 0.4610
H 2.58 -1.39 1.27 -0.1072
H 3.89 -2.51 1.61 0.4850
H 2.29 -2.78 2.32 0.3342
H 3.12 -1.84 -1.27 0.1335
H 3.06 -3.51 -1.87 0.3876
H 4.37 -3.01 -0.78 0.4129
H 2.15 -5.12 1.36 0.4546
H 3.82 -4.82 0.87 0.4472
H 2.66 -5.41 -0.31 0.4054
C -0.08 -0.55 2.01 -0.8042
H 0.66 -0.04 2.63 0.5009
H -0.07 -1.62 2.20 0.2211
H -1.07 -0.13 2.21 -0.1797

Record 4
18
Properties=species:S:1:pos:R:3:nbo_charge:R:1 method="wB97M-V/def2-TZVPD" e_tot_ev=-11479.1867 total_charge=-1 lumo_energy_ev=4.22 gap_ha=0.308
C 1.63 -0.40 -0.41 -0.0314
O 0.79 -0.23 -1.49 -0.8173
C 1.26 0.39 0.86 -0.4908
C -0.06 -0.48 1.34 -0.0209
O -1.17 0.19 0.92 -0.8669
H 1.81 -1.45 -0.15 0.1351
H 2.64 0.03 -0.62 0.0945
H 0.78 1.33 0.60 0.2403
H 2.02 0.23 1.59 0.1871
H -0.07 -1.56 1.06 0.1261
H 0.06 -0.50 2.48 0.0950
H -2.18 -0.72 -0.20 0.5064
H 0.26 0.73 -1.33 0.4985
H -2.05 -1.08 -1.67 0.4617
O -2.73 -0.80 -1.03 -1.0099
H -1.53 1.66 -1.19 0.4720
H -0.84 1.00 0.11 0.4819
O -0.63 1.65 -0.85 -1.0614

Record 5
85
Properties=species:S:1:pos:R:3:mulliken_charge:R:1 method="wB97M-V/def2-TZVPD" e_tot_ev=-103679.7149 smiles="COP(=O)(OC)OC.COP(=O)(OC)OC.COP(=O)(OC)OC.COP(=O)(OC)OC.COP(=O)(OC)OC" lumo_energy_ev=0.29 gap_ha=0.355
C 25.87 -56.27 -35.03 -0.6566
O 26.97 -55.88 -34.31 -0.1544
P 27.28 -56.54 -32.86 0.0429
O 26.36 -55.98 -31.82 0.3586
O 27.13 -58.15 -32.93 -0.3826
C 26.55 -58.94 -31.93 -0.4818
O 28.80 -56.35 -32.31 -0.4205
C 29.03 -55.73 -31.03 -0.2367
H 26.45 -56.78 -36.02 0.2178
H 25.38 -55.18 -35.27 0.1906
H 25.19 -57.01 -34.53 0.3128
H 25.66 -58.51 -31.73 0.0913
H 26.96 -59.09 -30.91 0.2314
H 26.61 -59.86 -32.27 0.4356
H 30.16 -55.39 -31.07 0.1826
H 28.94 -56.32 -30.10 0.3530
H 28.50 -54.68 -31.10 -0.1052
C 25.00 -57.97 -28.04 -1.0171
O 25.04 -57.28 -29.27 0.0633
P 24.06 -56.06 -29.52 0.4516
O 22.87 -56.39 -28.68 -0.8377
O 24.71 -54.82 -28.81 -0.3910
C 25.97 -54.15 -29.26 -0.6517
O 23.53 -55.73 -30.99 0.1405
C 22.53 -56.56 -31.63 -0.8648
H 23.97 -58.44 -27.93 0.2887
H 25.14 -57.40 -27.22 0.3910
H 25.69 -58.64 -27.99 0.3684
H 25.68 -53.96 -30.35 0.1370
H 26.71 -54.91 -29.17 0.3085
H 26.10 -53.37 -28.74 0.5920
H 22.12 -55.95 -32.26 0.3898
H 21.82 -57.01 -30.86 0.3396
H 22.99 -57.43 -32.35 0.1818
C 26.90 -49.28 -33.76 -0.4939
O 27.11 -50.70 -34.07 -0.3586
P 26.67 -51.87 -32.98 -0.8169
O 26.36 -51.51 -31.62 0.4801
O 25.23 -52.37 -33.53 -0.3724
C 24.27 -53.04 -32.73 -0.5356
O 27.51 -53.24 -32.93 1.0313
C 28.75 -53.38 -33.66 -0.9832
H 25.82 -48.93 -33.68 0.2380
H 27.23 -48.65 -34.62 0.3093
H 27.21 -49.00 -32.72 0.1029
H 24.49 -53.97 -32.59 0.1124
H 23.52 -53.31 -33.53 0.4194
H 23.96 -52.56 -31.93 0.2148
H 29.65 -53.12 -33.24 0.0857
H 28.71 -52.87 -34.65 0.4753
H 29.00 -54.43 -33.85 0.3764
C 23.55 -50.60 -29.69 -0.4982
O 23.30 -49.29 -29.13 -0.3474
P 24.53 -48.29 -28.65 0.6695
O 24.07 -47.37 -27.62 -0.7214
O 25.80 -49.17 -28.13 -0.4150
C 26.70 -49.85 -29.00 0.2318
O 25.01 -47.59 -29.97 -0.1363
C 24.98 -46.10 -29.96 -0.7219
H 24.11 -50.76 -30.55 0.0530
H 22.53 -51.02 -29.71 0.4214
H 23.88 -51.26 -28.93 0.3518
H 26.54 -49.39 -29.96 0.1971
H 26.60 -50.91 -28.97 -0.2742
H 27.73 -49.73 -28.74 0.2437
H 25.62 -45.65 -30.76 0.2085
H 25.43 -45.97 -29.05 0.3934
H 23.93 -45.75 -29.95 0.2634
C 32.31 -51.26 -32.49 -0.8298
O 31.54 -51.35 -31.39 -0.2638
P 30.45 -50.32 -31.00 0.4277
O 29.28 -50.66 -31.89 -0.2029
O 29.82 -50.69 -29.55 -0.3648
C 29.41 -51.98 -29.18 -0.9842
O 30.79 -48.72 -31.20 -0.2830
C 30.52 -47.71 -30.21 -0.5228
H 33.00 -50.51 -32.38 0.3747
H 31.70 -50.98 -33.36 0.3018
H 32.79 -52.21 -32.87 0.2578
H 28.70 -52.39 -29.92 0.1533
H 29.16 -52.12 -28.27 0.6378
H 30.22 -52.63 -29.38 0.4876
H 30.88 -46.68 -30.36 0.2505
H 31.07 -48.08 -29.39 0.3180
H 29.52 -47.85 -30.02 0.1692

Record 6
32
Properties=species:S:1:pos:R:3:nbo_charge:R:1 method="wB97M-V/def2-TZVPD" e_tot_ev=-37454.5758 lumo_energy_ev=-2.55 gap_ha=0.112
C -1.76 2.00 2.61 -0.6921
C -0.85 0.83 2.42 0.4490
C 0.55 1.06 2.42 -0.3682
C 1.51 0.04 2.31 0.0161
C 1.16 -1.33 2.27 -0.2344
C 2.12 -2.31 2.20 -0.2168
C 3.46 -1.96 2.15 -0.2293
C 3.83 -0.63 2.16 -0.2257
C 2.88 0.36 2.25 -0.2140
O -1.35 -0.28 2.29 -0.6542
H -1.46 2.85 2.00 0.2098
H -2.78 1.73 2.33 0.2212
H -1.77 2.31 3.66 0.2242
H 0.90 2.06 2.52 0.1930
H 0.12 -1.59 2.28 0.2557
H 1.83 -3.34 2.17 0.2050
H 4.21 -2.73 2.11 0.2029
H 4.87 -0.37 2.10 0.2048
H 3.18 1.39 2.26 0.1990
C -1.73 0.41 -4.42 -0.4279
C -2.90 0.26 -3.46 -0.5561
S -2.52 0.84 -1.82 0.4284
C -1.00 0.06 -1.52 -0.5316
S 0.28 -0.30 -2.66 0.4296
C -0.64 -0.63 -4.15 -0.5539
H -2.06 0.38 -5.47 0.2300
H -1.29 1.41 -4.28 0.2203
H -3.79 0.79 -3.83 0.2471
H -3.18 -0.79 -3.38 0.2252
H -0.80 -0.19 -0.49 0.2710
H -1.09 -1.62 -4.04 0.2251
H 0.06 -0.70 -4.99 0.2470